1.
Formula: C4H5FN2
Source: the OMol25 dataset
Level of theory: ωB97M-V/def2-TZVPD

Values from the calculation:
**Gap between HOMO and LUMO**: 9.01 eV
**Energy relative to the best compared isomer or geometry (same formula, charge and spin)**: 3.6535 eV
**E_HOMO**: -8.323 eV
**SMILES**: CN=C=CF.C#N

Structure (ORCA input):
```
! RIJCOSX wB97M-V def2-TZVPD def2/J DEFGRID3
* xyz 0 1
C -1.67 -1.03 -0.11
N -0.99 -0.03 0.66
C -0.28 0.93 0.41
C 0.18 2.14 0.38
F 1.54 2.34 0.11
H -2.21 -0.36 -0.80
H -2.39 -1.68 0.46
H -0.92 -1.73 -0.53
H -0.51 3.00 0.34
C 2.45 -1.21 -0.21
N 1.49 -1.81 -0.38
H 3.30 -0.55 -0.33
*
```

natural (NBO) atomic charge list, values in e, 5 entries: atom 1 (C): -0.4425, atom 2 (N): -0.3580, atom 3 (C): 0.3069, atom 4 (C): -0.0202, atom 5 (F): -0.3536

2.
Formula: CH5F2N2O2PS
Source: the OMol25 dataset
Level of theory: ωB97M-V/def2-TZVPD

Values from the calculation:
**Gap between HOMO and LUMO (spin up / spin down)**: 8.71 / 8.46 eV
**Energy relative to the best compared isomer or geometry (same formula, charge and spin)**: 3.5713 eV
**E_HOMO (spin up / spin down)**: -11.018 / -10.061 eV

Structure (ORCA input):
```
! RIJCOSX wB97M-V def2-TZVPD def2/J DEFGRID3
* xyz 0 1
C 0.55 -1.08 -0.44
N -2.19 -1.00 -0.83
N -0.49 2.14 0.33
O -1.09 -3.16 -0.05
O -1.27 -1.04 1.37
F -3.40 1.18 -0.87
F -3.59 0.16 1.29
P -2.54 0.24 0.11
S -1.06 -1.74 0.07
H 0.96 -0.44 0.37
H 1.22 -1.86 -0.74
H 0.25 -0.42 -1.36
H -0.29 2.74 1.14
H -1.11 2.62 -0.28
*
```

natural (NBO) atomic charge list, values in e, 5 entries: atom 1 (C): -0.8750, atom 2 (N): -1.2501, atom 3 (N): -0.6976, atom 4 (O): -0.8838, atom 5 (O): -0.9636

3.
Formula: C2H4N2
Source: the OMol25 dataset
Level of theory: ωB97M-V/def2-TZVPD

Values from the calculation:
**Gap between HOMO and LUMO**: 9.90 eV
**Energy relative to the best compared isomer or geometry (same formula, charge and spin)**: 6.4315 eV
**E_HOMO**: -9.444 eV

Structure (ORCA input):
```
! RIJCOSX wB97M-V def2-TZVPD def2/J DEFGRID3
* xyz 0 1
C 0.78 0.42 -0.12
C -0.25 -0.22 0.67
N -1.33 -0.41 -0.20
N -0.67 0.83 -0.27
H 1.44 1.26 0.36
H 1.31 -0.21 -0.81
H -0.56 -0.27 1.75
H -0.72 -1.39 -1.36
*
```

natural (NBO) atomic charge list, values in e, 5 entries: atom 1 (C): -0.2717, atom 2 (C): 0.0048, atom 3 (N): -0.2720, atom 4 (N): -0.2125, atom 5 (H): 0.2279

4.
Formula: C3H5NO2
Source: the OMol25 dataset
Level of theory: ωB97M-V/def2-TZVPD

Values from the calculation:
**Gap between HOMO and LUMO**: 11.17 eV
**Energy relative to the best compared isomer or geometry (same formula, charge and spin)**: 0.2350 eV
**E_HOMO**: -10.333 eV
**SMILES**: [H]/N=C/C.O=C=O

Structure (ORCA input):
```
! RIJCOSX wB97M-V def2-TZVPD def2/J DEFGRID3
* xyz 0 1
H 0.53 -1.39 1.60
N 0.36 -0.54 1.05
C -0.82 -0.52 0.58
C -1.27 0.60 -0.30
H -1.54 -1.32 0.75
H -1.08 0.32 -1.34
H -0.71 1.51 -0.08
H -2.35 0.79 -0.19
O 3.06 -0.49 -0.12
C 2.27 0.17 -0.67
O 1.55 0.85 -1.29
*
```

natural (NBO) atomic charge list, values in e, 5 entries: atom 1 (H): 0.3444, atom 2 (N): -0.6555, atom 3 (C): 0.1596, atom 4 (C): -0.6847, atom 5 (H): 0.1499

5.
Formula: C18H17BrIN4O4PPd
Source: the OMol25 dataset
Level of theory: ωB97M-V/def2-TZVPD

Values from the calculation:
**Gap between HOMO and LUMO**: 2.80 eV
**E_HOMO**: -14.075 eV

Structure (ORCA input):
```
! RIJCOSX wB97M-V def2-TZVPD def2/J DEFGRID3
* xyz 2 1
N -4.63 3.13 0.43
C -3.93 2.35 -0.45
C -2.45 2.94 -0.95
C -1.40 1.66 -1.11
C -1.07 0.65 0.16
C -1.76 0.81 1.68
C -1.18 2.03 2.59
C -1.81 2.17 4.13
C -2.99 1.06 4.55
C -3.38 -0.05 3.41
N -2.82 -0.19 2.02
C 0.00 -0.58 -0.02
C 0.33 -1.56 1.30
C 1.40 -0.77 2.26
C 2.78 -0.30 1.51
Br 3.64 1.10 2.72
C 0.78 -0.93 -1.46
N 1.73 -2.10 -1.42
C 2.29 -2.25 -2.81
P 3.54 -3.73 -3.06
O 3.21 -4.48 -4.41
O 5.20 -3.24 -2.92
O 3.24 -4.90 -1.76
C 1.95 -1.37 -4.13
O 2.59 -1.68 -5.44
N 1.01 -0.20 -4.08
C 0.41 0.03 -2.72
C -0.63 1.31 -2.55
I -0.98 2.56 -4.37
H -5.50 2.57 0.65
H -4.22 1.29 -0.84
H -2.03 3.78 -0.21
H -2.65 3.50 -1.97
H -0.35 2.79 2.25
H -1.44 2.99 4.89
H -3.49 1.03 5.60
H -4.21 -0.85 3.73
H 0.70 -2.64 0.95
H -0.68 -1.76 1.89
H 1.70 -1.51 3.13
H 0.95 0.18 2.79
H 3.52 -1.19 1.28
H 2.61 0.27 0.48
H 5.29 -2.31 -2.53
H 2.37 -4.67 -1.28
H 1.89 -1.39 -6.12
Pd 0.50 4.49 2.21
*
```

natural (NBO) atomic charge list, values in e, 5 entries: atom 1 (N): -0.5483, atom 2 (C): 0.0868, atom 3 (C): -0.5219, atom 4 (C): 0.0047, atom 5 (C): -0.0010

6.
Formula: C42H68BCl6N8O8
Source: the OMol25 dataset
Level of theory: ωB97M-V/def2-TZVPD

Values from the calculation:
**Gap between HOMO and LUMO**: 10.31 eV
**E_HOMO**: -8.742 eV

Structure (ORCA input):
```
! RIJCOSX wB97M-V def2-TZVPD def2/J DEFGRID3
* xyz -1 1
O -2.38 -2.72 -0.96
C -1.75 -1.62 -0.70
O -0.45 -1.52 -0.63
B -0.04 -0.20 -0.36
O -1.33 0.62 -0.18
C -2.33 -0.23 -0.36
O -3.54 -0.03 -0.27
O 0.77 0.35 -1.49
C 1.93 0.88 -1.01
O 2.87 1.39 -1.69
C 1.97 0.51 0.52
O 0.81 -0.08 0.84
O 2.82 0.76 1.28
C -2.09 -0.03 -4.95
C -3.58 -0.20 -4.93
C -3.99 -1.29 -3.96
C -4.01 -2.67 -4.47
N -4.05 -3.75 -4.96
H -1.69 -0.02 -3.94
H -1.87 0.96 -5.35
H -1.66 -0.88 -5.48
H -4.13 -0.31 -5.86
H -3.88 0.77 -4.53
H -5.07 -1.22 -3.83
H -3.63 -1.30 -2.93
C -6.91 0.64 -0.87
C -7.62 1.98 -1.08
C -8.67 1.99 -2.20
C -8.25 1.12 -3.37
N -7.87 0.41 -4.24
H -6.36 0.64 0.07
H -6.17 0.33 -1.61
H -7.58 -0.22 -0.78
H -6.85 2.74 -1.18
H -8.10 2.23 -0.13
H -8.61 2.95 -2.71
H -9.66 1.79 -1.80
C 1.88 -2.95 -4.74
C 1.82 -1.74 -3.78
C 2.46 -0.48 -4.37
C 2.05 -0.22 -5.70
N 1.67 0.00 -6.75
H 2.93 -3.25 -4.75
H 1.34 -2.93 -5.68
H 1.35 -3.84 -4.40
H 2.39 -1.95 -2.87
H 0.81 -1.59 -3.40
H 3.54 -0.57 -4.31
H 2.29 0.43 -3.80
C 7.40 1.47 0.70
C 6.02 1.55 0.09
C 5.49 0.16 -0.27
C 5.50 -0.71 0.97
N 5.58 -1.44 1.87
H 7.37 0.91 1.63
H 7.66 2.47 1.06
H 8.18 0.99 0.11
H 5.96 2.19 -0.79
H 5.39 2.19 0.71
H 5.85 -0.35 -1.17
H 4.43 0.22 -0.53
C 1.06 -3.68 3.78
C 1.38 -2.81 2.54
C 2.62 -3.30 1.85
C 2.98 -2.70 0.57
N 3.22 -2.21 -0.49
H 0.54 -4.55 3.37
H 0.58 -3.10 4.57
H 1.84 -4.17 4.36
H 1.37 -1.72 2.64
H 0.61 -2.96 1.78
H 2.53 -4.38 1.77
H 3.40 -3.32 2.62
C -4.51 3.84 0.69
C -3.08 3.59 1.07
C -2.91 2.59 2.29
C -3.30 3.36 3.48
N -3.60 4.01 4.39
H -4.74 4.88 0.44
H -5.20 3.63 1.51
H -4.86 3.13 -0.05
H -2.57 4.52 1.30
H -2.51 3.22 0.22
H -1.87 2.27 2.27
H -3.45 1.64 2.26
C 3.72 0.98 4.82
C 3.57 2.54 5.13
C 3.33 2.97 6.60
C 4.48 2.43 7.43
N 5.31 1.98 8.02
H 2.85 0.40 5.12
H 4.50 0.42 5.33
H 3.86 0.71 3.77
H 2.84 2.93 4.42
H 4.52 3.03 4.91
H 2.47 2.52 7.09
H 3.20 4.04 6.76
C -4.88 -5.18 3.11
C -4.72 -4.27 1.91
C -3.71 -3.14 2.10
C -3.27 -2.81 3.50
N -2.98 -2.59 4.58
H -5.45 -6.08 2.87
H -5.52 -4.61 3.79
H -3.94 -5.39 3.62
H -5.71 -3.85 1.72
H -4.41 -4.82 1.02
H -3.99 -2.31 1.46
H -2.78 -3.37 1.58
Cl 2.78 5.74 -0.44
C 2.74 4.57 0.83
C 1.67 4.66 1.82
Cl 0.08 4.44 0.97
H 3.70 4.52 1.34
H 2.74 3.59 0.34
H 1.64 5.56 2.44
H 1.69 3.96 2.66
Cl 6.58 4.60 -1.12
C 5.46 4.28 -2.51
C 6.29 3.59 -3.59
Cl 5.27 3.03 -5.05
H 5.04 5.25 -2.75
H 4.64 3.64 -2.18
H 6.89 2.73 -3.28
H 7.01 4.31 -3.98
Cl 0.46 -6.66 -1.89
C -0.53 -5.26 -1.36
C -0.44 -4.98 0.06
Cl -1.10 -6.44 1.01
H -1.54 -5.40 -1.74
H -0.12 -4.46 -1.98
H -0.80 -4.00 0.38
H 0.60 -4.96 0.39
*
```

Mulliken atomic charge list, values in e, 5 entries: atom 1 (O): -0.6906, atom 2 (C): 0.7052, atom 3 (O): 0.0676, atom 4 (B): 1.0159, atom 5 (O): -0.4290

Values of energy, in order: -364.66907, -1240.28727, -187.88196, -322.56570, -4555.55674, -5467.32330, all in hartree.
Values of molar mass, in order: 100.10, 178.10, 56.07, 87.08, 697.56, 1036.58, all in g/mol.
Values of max |F|, in order: 3.3, 2.5, 6.4, 0.8, 8.1, 5.9, all in eV Å⁻¹.